This record from the OMol25 dataset describes a cluster of 2 separate species, C5H12BrFSi in total in a non-equilibrium geometry. The level of theory is ωB97M-V/def2-TZVPD.

The geometry in XYZ format:
```
20
Properties=species:S:1:pos:R:3:forces:R:3:nbo_charge:R:1
Br 0.4169 2.4286 -0.1109 0.578 0.909 -0.162 -0.30
Si -0.5937 0.5174 -0.2984 -2.214 -1.837 -0.631 1.43
F 3.4608 -1.0352 -0.8558 -0.152 -0.069 0.752 -0.33
C 3.2499 0.5737 0.8425 -0.076 -0.764 0.501 -0.48
C 2.8824 -0.5282 0.2574 -0.167 0.703 -0.757 0.23
C -0.5154 -0.2841 1.4330 0.587 -2.406 -0.678 -1.14
C -2.4659 0.9548 -0.7879 0.542 -4.486 2.698 -1.05
C -0.0176 -0.7552 -1.6921 -1.731 3.454 -0.944 -1.07
H 0.3914 -1.5685 -1.1939 1.210 -1.551 0.396 0.23
H -0.8040 -1.4315 1.3715 1.057 2.055 -0.015 0.24
H -0.9327 -1.0572 -2.2862 0.973 0.272 0.818 0.24
H 0.6293 -0.1631 -2.3973 -0.158 -1.096 0.710 0.25
H -1.2856 0.0577 2.0541 -1.406 1.000 0.771 0.24
H 0.3939 -0.1128 2.0586 -0.401 -0.421 -0.833 0.24
H 4.1735 0.9106 0.5244 1.682 1.613 -0.229 0.21
H -2.8789 -0.0083 -1.3183 0.545 1.950 1.019 0.23
H 1.9628 -0.8969 0.5690 -1.438 -1.775 -0.166 0.15
H 2.6616 0.9400 1.6715 0.315 0.169 -0.075 0.22
H -2.4497 1.7512 -1.4144 -0.228 2.425 -1.963 0.22
H -3.0479 1.1609 0.1605 0.482 -0.144 -1.211 0.23
```
Forces are in eV/Å.

Results
relative energy (zero: lowest compared OMol25 entry of this formula, charge and spin) = 34.8 kJ/mol
molar mass = 199.14 g/mol
energy = -86017.18690 eV
HOMO energy = -9.819 eV
spin multiplicity = 1
LUMO energy = 0.026 Eh
net charge = 0
SMILES = C[Si](C)(C)Br.C=CF